19
Properties=species:S:1:pos:R:3 method="wB97M-V/def2-TZVPD" charge=0 smiles="NC(=O)C1=NN(S)S[C@@]1(S)C(N)=O" orbital_gap_ev=8.24 relative_energy_kcal_mol=0.3
S -1.666 1.657 -1.165
S -1.687 -1.492 -0.886
S 0.598 -3.526 -1.581
O 1.122 1.630 1.337
O -2.063 -0.848 1.861
N 2.727 0.600 0.207
N 0.092 -1.931 -1.376
N 0.933 -1.065 -0.939
N -1.723 1.396 1.791
C -1.640 0.151 1.337
C 0.513 -0.084 -0.184
C 1.424 0.805 0.482
C -1.043 0.040 -0.110
H -1.028 1.493 -2.379
H 2.845 -0.312 -0.188
H 0.464 -3.424 -2.932
H 3.370 1.130 0.784
H -1.894 1.612 2.706
H -1.344 2.168 1.234